Record 1
# C7H8N2O2

A cluster of 2 separate species, C7H8N2O2 in total in a non-equilibrium geometry (wB97M-V/def2-TZVPD, OMol25).

- calculated total energy (a.u.) = -531.262968
- Kohn-Sham gap (alpha / beta) (eV) = 8.151 / 6.765
- F_max (eV/A) = 4.282
- lowest unoccupied orbital energy (alpha / beta) (eV) = -1.692 / -1.308
- highest occupied orbital energy (alpha / beta) (eV) = -9.8 / -8.1
- multiplicity = 1
- energy relative to the best compared isomer or geometry (same formula, charge and spin) (kcal/mol) = 185.8

Element x y z (Å)
C  -2.5061  1.2630  -0.1574
C  -1.5310  2.1746  -0.2426
C  -2.2819  -0.1070  -0.0527
C  -0.2191  1.7750  -0.2729
C  -1.0086  -0.5742  0.1591
C  0.0391  0.3918  -0.0486
C  1.2754  -0.2042  -0.0845
N  1.2036  -3.2116  0.6691
N  2.5998  0.3677  -0.1789
O  3.5937  -0.3062  -0.2777
O  2.5988  1.5750  -0.3568
H  -3.5656  1.7263  -0.2635
H  -1.6971  3.1989  -0.0856
H  -3.0763  -0.8174  -0.1246
H  0.5075  2.5229  -0.6604
H  -0.7014  -1.5212  0.5145
H  1.1334  -1.3599  -0.0121
H  1.8727  -3.3069  1.6091
H  1.7631  -3.5864  -0.1335

natural (NBO) atomic charge list, values in e, 6 entries: atom 1 (C): -0.1724, atom 2 (C): -0.2319, atom 3 (C): -0.2196, atom 4 (C): -0.1329, atom 5 (C): -0.1508, atom 6 (C): -0.1421

Record 2
# C25H17IN6O13PrS

A structure of composition C25H17IN6O13PrS in a non-equilibrium geometry (wB97M-V/def2-TZVPD, OMol25).

- calculated total energy (a.u.) = -3482.539019
- total charge = -1
- Kohn-Sham gap (alpha / beta) (eV) = 5.641 / 5.645
- <S²> = 2.001
- F_max (eV/A) = 3.843
- lowest unoccupied orbital energy (alpha / beta) (eV) = 0.788 / 0.789
- highest occupied orbital energy (alpha / beta) (eV) = -4.9 / -4.9
- multiplicity = 3
- energy relative to the best compared isomer or geometry (same formula, charge and spin) (kcal/mol) = 35.8

Element x y z (Å)
Pr  0.1876  -0.6143  0.3412
O  0.7770  -1.5097  4.9591
C  0.4174  -1.1357  3.7215
O  1.1898  -1.2541  2.7527
C  -0.8882  -0.5164  3.6798
C  -1.7743  -0.4060  4.7552
C  -3.0776  -0.0101  4.4509
C  -3.4504  0.3148  3.1465
C  -2.5059  0.1059  2.1486
N  -1.2168  -0.1368  2.4412
C  -2.9202  0.1129  0.6750
O  -4.1262  0.1657  0.3601
O  -1.9641  0.1081  -0.1387
H  1.6959  -1.8837  4.9822
H  -1.4339  -0.6248  5.7410
H  -3.8670  -0.1196  5.2008
H  -4.4369  0.6767  2.8580
O  3.9347  1.2652  -1.5858
C  2.9026  1.1700  -0.8772
O  2.4588  0.1226  -0.2974
C  2.4045  2.5384  -0.4828
C  3.2380  3.6632  -0.4727
C  2.8890  4.8305  0.1260
C  1.5823  5.2122  0.4360
C  0.6867  4.2215  -0.0018
C  1.0752  2.8292  0.0522
O  0.3507  2.0080  0.7876
N  -0.7703  4.4336  -0.1615
O  -1.1308  5.4926  0.3394
O  -1.4227  3.5489  -0.7554
N  3.9193  5.6929  0.4695
O  3.4772  6.5778  1.2340
O  5.0570  5.5826  0.0473
H  4.2988  3.5536  -0.8268
H  1.3632  6.1479  0.9575
C  -0.7331  3.5689  -5.2537
C  -0.5965  3.1018  -3.8160
C  -0.5367  1.6237  -3.5806
N  -0.0355  1.2164  -2.4730
N  0.0173  -0.1649  -2.3170
C  -0.5107  -0.7950  -3.3689
N  -0.5977  -2.1335  -3.4083
S  -1.0608  0.3835  -4.6435
H  -0.8132  4.6358  -5.2404
H  -1.6645  3.1496  -5.6242
H  0.1010  3.3084  -5.9664
H  -1.5635  3.3564  -3.2995
H  0.2139  3.6672  -3.3749
H  -0.5803  -2.5153  -2.4432
H  -1.2750  -2.5070  -4.0406
I  -0.6983  -9.6096  1.6234
C  -0.0502  -7.6574  0.9653
C  -0.4244  -7.2335  -0.3156
C  -0.3392  -5.8829  -0.6086
C  0.1145  -4.9489  0.3287
C  0.6912  -5.4578  1.5273
C  0.5926  -6.8041  1.8736
C  0.0584  -3.4637  0.0292
O  0.7914  -2.8048  0.7883
O  -0.6849  -2.9378  -0.8243
H  -0.8409  -7.9196  -1.0798
H  -0.6417  -5.5011  -1.5432
H  1.1730  -4.7334  2.2181
H  0.9738  -7.1050  2.8045

natural (NBO) atomic charge list, values in e, 6 entries: atom 1 (Pr): 1.7311, atom 2 (O): -0.6699, atom 3 (C): 0.7824, atom 4 (O): -0.5387, atom 5 (C): 0.0667, atom 6 (C): -0.1918

Record 3
# C60H63BBrF4N10OP2Ti

A structure of composition C60H63BBrF4N10OP2Ti (wB97M-V/def2-TZVPD, OMol25).

- calculated total energy (a.u.) = -7477.057044
- total charge = +3
- Kohn-Sham gap (eV) = 5.567
- F_max (eV/A) = 0.847
- lowest unoccupied orbital energy (eV) = -8.941
- highest occupied orbital energy (eV) = -14.5
- multiplicity = 1
- energy relative to the best compared isomer or geometry (same formula, charge and spin) (kcal/mol) = 93.7

Element x y z (Å)
Ti  0.6033  -0.2787  -0.1775
C  -0.1892  -0.7376  5.3632
N  0.5434  -0.8468  4.1142
C  0.1039  -0.5116  2.8866
N  1.0428  -0.7603  1.9544
C  2.1016  -1.3289  2.6415
C  1.8050  -1.3524  3.9873
C  2.5889  -1.8589  5.1198
C  3.0371  -3.1778  5.1189
C  3.7837  -3.6529  6.1827
C  4.0885  -2.8194  7.2486
C  3.6494  -1.5042  7.2506
C  2.9023  -1.0230  6.1893
C  3.3161  -1.9721  2.1273
C  3.2294  -3.1064  1.3248
C  4.3799  -3.8012  0.9908
C  5.6150  -3.3699  1.4538
C  5.7016  -2.2435  2.2598
C  4.5552  -1.5512  2.6040
P  -1.6094  0.0103  2.5954
C  -1.1598  1.5089  1.6808
N  -0.2350  1.6042  0.7224
C  -0.1077  2.9511  0.4630
C  -0.9396  3.6567  1.2994
N  -1.6006  2.7232  2.0489
C  -2.5523  3.0061  3.1041
C  -1.1417  5.1006  1.4828
C  -2.3950  5.6728  1.2684
C  -2.5744  7.0353  1.4384
C  -1.5066  7.8327  1.8230
C  -0.2580  7.2680  2.0382
C  -0.0726  5.9051  1.8705
C  0.8193  3.5569  -0.5475
C  0.1153  4.6200  -1.3640
C  0.4001  4.8595  -2.6424
C  1.4467  4.1244  -3.3429
C  1.9197  3.0009  -2.8107
C  2.1439  3.8605  0.0108
C  -1.9316  -1.1583  1.2416
N  -1.0498  -1.5391  0.3122
C  -1.5402  -2.6778  -0.2715
C  -2.7594  -2.9714  0.3134
N  -2.9802  -2.0091  1.2610
C  -4.1582  -1.8846  2.1017
C  -3.7145  -4.0405  0.0135
C  -4.1081  -4.2590  -1.3053
C  -5.0061  -5.2660  -1.6045
C  -5.5134  -6.0692  -0.5929
C  -5.1119  -5.8698  0.7192
C  -4.2147  -4.8602  1.0237
C  -0.8942  -3.5332  -1.2736
C  -0.8147  -4.9000  -1.0040
C  -0.3600  -5.7797  -1.9686
C  0.0159  -5.3080  -3.2178
C  -0.0230  -3.9468  -3.4778
C  -0.4667  -3.0628  -2.5099
H  -1.2493  -0.9157  5.1859
H  0.1948  -1.4884  6.0516
H  -0.0479  0.2508  5.8007
H  2.8030  -3.8263  4.2881
H  4.1282  -4.6748  6.1804
H  4.6696  -3.1941  8.0772
H  3.8940  -0.8516  8.0738
H  2.5866  0.0111  6.1831
H  2.2633  -3.4554  0.9807
H  4.3135  -4.6864  0.3778
H  6.5072  -3.9197  1.1988
H  6.6597  -1.9115  2.6282
H  4.6165  -0.6831  3.2453
H  -2.4708  4.0602  3.3627
H  -3.5655  2.7953  2.7669
H  -2.3203  2.4016  3.9789
H  -3.2257  5.0564  0.9510
H  -3.5455  7.4749  1.2710
H  -1.6488  8.8946  1.9575
H  0.5686  7.8881  2.3466
H  0.8976  5.4620  2.0443
H  -0.6193  5.2236  -0.8519
H  -0.1061  5.6593  -3.1599
H  1.8386  4.5167  -4.2689
H  2.7202  2.4409  -3.2696
H  2.5010  3.0566  0.6521
H  -4.9959  -2.3581  1.5933
H  -4.0003  -2.3739  3.0623
H  -4.3790  -0.8297  2.2590
H  -3.6922  -3.6465  -2.0952
H  -5.3091  -5.4298  -2.6266
H  -6.2149  -6.8543  -0.8281
H  -5.4888  -6.5060  1.5043
H  -3.8819  -4.7344  2.0437
H  -1.1174  -5.2745  -0.0368
H  -0.3056  -6.8334  -1.7467
H  0.3475  -5.9970  -3.9789
H  0.3000  -3.5730  -4.4379
H  -0.4878  -1.9962  -2.7220
C  2.9956  5.9503  -1.1797
C  3.1150  4.5644  -0.6305
C  4.2939  3.8020  -0.8738
C  4.3047  2.4372  -0.9551
C  3.2780  1.4135  -0.8217
Br  4.1221  -0.2335  -0.4061
N  1.9772  1.3191  -1.0018
C  1.2593  2.4262  -1.5916
H  3.7768  6.5577  -0.7221
H  2.0355  6.3933  -0.9335
H  3.1459  5.9898  -2.2567
H  5.2077  4.3089  -1.1532
H  5.2816  1.9957  -1.1071
H  0.2845  2.0465  -1.9277
C  -3.7945  -0.6308  -2.4769
N  -2.5344  -0.7103  -3.2105
C  -2.5300  -1.7187  -4.2679
P  -1.3290  0.3805  -2.9612
O  -0.5002  0.0367  -1.7023
N  -1.9006  1.9103  -2.6453
C  -2.3817  2.7768  -3.7183
C  -2.5555  2.2034  -1.3736
N  -0.3011  0.3891  -4.2354
C  0.9513  -0.3692  -4.2041
C  -0.7785  0.6284  -5.6020
H  -4.2646  -1.6140  -2.4925
H  -4.4865  0.0810  -2.9305
H  -3.6258  -0.3655  -1.4367
H  -3.2496  -1.4626  -5.0471
H  -2.7947  -2.6875  -3.8431
H  -1.5442  -1.8094  -4.7087
H  -3.3723  2.4872  -4.0778
H  -1.6779  2.7918  -4.5420
H  -2.4406  3.7899  -3.3216
H  -2.2506  1.4873  -0.6087
H  -3.6438  2.1852  -1.4667
H  -2.2546  3.2036  -1.0554
H  0.8178  -1.3713  -4.6173
H  1.6895  0.1549  -4.8116
H  1.3349  -0.4569  -3.1856
H  -1.8535  0.7740  -5.6303
H  -0.5392  -0.2289  -6.2311
H  -0.2867  1.5086  -6.0168
F  2.6397  -4.2784  -1.8255
B  3.3716  -3.2853  -2.2308
F  2.8776  -2.3828  -3.0445
F  4.6018  -3.1674  -1.8276
F  1.4713  -1.6642  -0.6717

Löwdin atomic charge list, values in e, 6 entries: atom 1 (Ti): 1.2202, atom 2 (C): 0.0093, atom 3 (N): -0.0333, atom 4 (C): -0.4128, atom 5 (N): 0.0554, atom 6 (C): -0.1388

Record 4
# C4H6N2OS

An isolated molecule of C4H6N2OS in a non-equilibrium geometry (wB97M-V/def2-TZVPD, OMol25).

- calculated total energy (a.u.) = -738.786459
- Kohn-Sham gap (eV) = 8.296
- F_max (eV/A) = 4.341
- lowest unoccupied orbital energy (eV) = -0.677
- SMILES string = CN=[S@@]1(=O)C=CN=C1
- highest occupied orbital energy (eV) = -9.0
- multiplicity = 1
- energy relative to the best compared isomer or geometry (same formula, charge and spin) (kcal/mol) = 136.9

Element x y z (Å)
C  2.4384  0.1429  -0.1802
N  1.1427  0.2722  0.5159
S  0.0027  -0.6071  0.0255
O  0.1823  -1.9478  -0.4415
C  -1.3386  -0.1967  1.2769
C  -2.2635  0.4834  0.6199
N  -2.1486  0.6562  -0.7059
C  -1.0704  0.2553  -1.2288
H  3.1155  -0.4660  0.4473
H  2.9783  1.2165  -0.2151
H  2.1233  -0.1720  -1.2497
H  -1.2280  -0.6328  2.2808
H  -3.2642  0.5704  1.0214
H  -0.6699  0.4256  -2.1665

natural (NBO) atomic charge list, values in e, 6 entries: atom 1 (C): -0.4358, atom 2 (N): -0.9038, atom 3 (S): 1.8908, atom 4 (O): -0.9093, atom 5 (C): -0.3816, atom 6 (C): -0.0385

Record 5
# C10H20BrN3O3P

The ion C10H20BrN3O3P with charge +1 in a non-equilibrium geometry (wB97M-V/def2-TZVPD, OMol25).

- calculated total energy (a.u.) = -3697.894786
- total charge = +1
- Kohn-Sham gap (eV) = 8.072
- F_max (eV/A) = 8.171
- lowest unoccupied orbital energy (eV) = -4.489
- SMILES string = C=CN(C1=[N+](P(=O)(O)O)[C@@H](Br)CN1)[C@H](C)CCC
- highest occupied orbital energy (eV) = -12.6
- multiplicity = 1

Element x y z (Å)
C  0.1330  -2.5441  1.9264
C  0.1525  -1.0376  1.7798
N  0.1742  -0.4491  0.3544
C  1.3374  -0.4922  -0.3718
N  2.7341  -1.0238  0.0103
P  3.5221  -0.1917  1.4057
O  3.2219  -1.0397  2.7441
O  2.8716  1.4130  1.6524
O  5.2806  -0.2171  1.2379
C  3.5988  -0.7330  -1.2346
Br  5.1177  -1.9664  -1.6417
C  2.4212  -0.9799  -2.3974
N  1.4118  0.0362  -1.8197
C  -1.1297  0.1468  -0.1301
C  -1.3687  1.5424  0.7604
C  -2.4458  -0.8300  0.0644
C  -3.6608  -0.1044  -0.8270
C  -5.0254  -0.0110  0.0859
H  -0.6296  -3.0462  2.6592
H  0.9443  -3.1666  1.3161
H  0.1996  -0.3361  2.7366
H  2.9310  1.6159  2.6465
H  5.4840  -1.2182  1.2772
H  3.8058  0.4277  -1.4124
H  2.7412  -0.8576  -3.5164
H  2.0658  -2.0896  -2.1328
H  1.6983  1.0346  -1.9268
H  -1.1310  0.4939  -1.2501
H  -0.6410  1.6309  1.6725
H  -1.1600  2.4630  0.0457
H  -2.4658  1.5344  1.2002
H  -2.2242  -1.9061  -0.3545
H  -2.7646  -0.8467  1.2025
H  -3.8888  -0.7405  -1.7825
H  -3.2724  0.9564  -1.2034
H  -4.8926  0.6187  1.0637
H  -5.3738  -1.1284  0.2771
H  -5.8440  0.5301  -0.5695

natural (NBO) atomic charge list, values in e, 6 entries: atom 1 (C): -0.3074, atom 2 (C): -0.1115, atom 3 (N): -0.3619, atom 4 (C): 0.7325, atom 5 (N): -0.7655, atom 6 (P): 2.2856

Record 6
# C4H5NO

An isolated molecule of C4H5NO in a non-equilibrium geometry (wB97M-V/def2-TZVPD, OMol25).

- calculated total energy (a.u.) = -285.320938
- Kohn-Sham gap (eV) = 10.644
- F_max (eV/A) = 2.619
- lowest unoccupied orbital energy (eV) = 0.752
- SMILES string = C#CCC(N)=O
- highest occupied orbital energy (eV) = -9.9
- multiplicity = 1
- energy relative to the best compared isomer or geometry (same formula, charge and spin) (kcal/mol) = 58.8

Element x y z (Å)
C  2.2458  0.4548  -0.1726
C  1.3168  -0.2531  0.1357
C  0.0953  -1.0167  0.0000
C  -1.2428  -0.2581  0.2950
N  -1.2240  1.0940  0.1391
O  -2.2322  -0.8611  0.6722
H  2.8727  0.8391  -0.9427
H  -0.0087  -2.0246  0.4043
H  0.5790  -1.1790  -1.0086
H  -2.0490  1.6099  0.4155
H  -0.3530  1.5948  0.0623

natural (NBO) atomic charge list, values in e, 6 entries: atom 1 (C): -0.2783, atom 2 (C): -0.0203, atom 3 (C): -0.5961, atom 4 (C): 0.6834, atom 5 (N): -0.8226, atom 6 (O): -0.5960